No. 1
80
Properties=species:S:1:pos:R:3:forces:R:3:mulliken_charge:R:1 method="wB97M-V/def2-TZVPD" energy_ha=-1545.120031 lumo_energy_ev=0.5 smiles="CC(C)=O.CC(C)=O.CC(C)=O.CC(C)=O.CC(C)=O.CC(C)=O.CC(C)=O.CC(C)=O" total_charge=0 relative_energy_kcal_mol=32.1 e_homo_ev=-9.341
C 0.051864 0.644737 4.481623 -0.843 0.118 1.140 -0.866
C 0.827871 -0.567643 4.113892 0.080 0.337 0.734 0.872
C 2.083404 -0.812454 4.942636 0.639 0.582 -1.280 -1.259
O 0.388544 -1.333323 3.296109 0.329 -0.728 -0.607 -0.503
H 0.195553 0.920791 5.522738 0.707 0.492 -0.018 0.406
H -0.997078 0.414174 4.505042 -0.683 -0.571 -0.443 0.347
H 0.084256 1.469560 3.794734 0.621 0.358 -0.218 0.129
H 1.768546 -0.725768 5.984269 0.457 -0.206 0.005 0.399
H 2.885869 -0.050018 4.702245 -1.083 -0.457 0.447 0.310
H 2.527377 -1.762871 4.649486 -0.205 -0.197 0.432 0.268
C 3.310219 3.893620 -1.650246 1.203 -1.222 -0.102 -1.273
C 4.190360 2.617009 -1.435326 -1.088 0.062 -0.899 0.941
C 4.249092 1.709664 -2.694452 -0.592 0.944 0.151 -0.531
O 4.679026 2.326440 -0.366599 -0.133 0.229 -0.732 -0.575
H 3.952048 4.602275 -2.139664 0.583 0.617 -0.093 0.466
H 3.008741 4.297065 -0.695442 -0.403 0.046 0.084 0.316
H 2.543857 3.730611 -2.407802 -0.381 -0.241 0.498 0.282
H 4.863268 0.851190 -2.525134 0.839 -0.246 -0.073 0.334
H 4.425044 2.249232 -3.661035 0.255 -0.347 1.001 0.364
H 3.249353 1.289767 -2.804512 -0.279 0.132 0.162 -0.262
C -3.348142 2.835919 -2.201636 0.143 -0.654 0.557 -0.846
C -4.106336 2.801927 -0.890993 0.971 0.279 -1.898 0.859
C -4.826044 1.564051 -0.584844 -2.225 -1.373 0.461 -1.027
O -4.065456 3.742892 -0.152171 -0.344 0.878 1.145 -0.582
H -2.636901 3.652809 -2.235106 -0.035 0.121 -0.016 0.342
H -4.084119 2.926561 -2.979580 -0.348 0.206 -0.573 0.412
H -2.844753 1.885014 -2.401492 0.047 0.121 0.042 0.025
H -4.156067 0.988295 0.037961 0.143 -0.294 0.480 0.186
H -5.069339 0.893064 -1.427727 0.346 0.606 0.027 0.362
H -5.803389 1.722779 -0.040588 1.241 0.063 -0.316 0.313
C 2.533503 -4.524003 2.042684 -1.340 -0.389 0.209 -0.957
C 2.327951 -4.858665 0.548238 0.872 0.819 0.487 0.803
C 2.868319 -3.777789 -0.390433 -0.603 0.613 1.432 -0.681
O 1.819777 -5.861786 0.129844 -0.307 -0.449 0.102 -0.581
H 3.543907 -4.623965 2.390863 0.852 0.129 -0.398 0.423
H 1.973918 -5.139376 2.779352 -0.096 0.172 -0.886 0.364
H 2.229077 -3.482954 2.166545 0.048 0.041 0.178 0.036
H 3.433356 -4.231031 -1.180203 0.624 -0.026 -0.245 0.368
H 3.347293 -2.984283 0.221907 0.415 -0.673 -0.690 0.311
H 2.040988 -3.245577 -0.843547 -0.525 -0.170 -0.203 -0.052
C -2.645491 -4.520734 -1.036780 -2.497 0.075 0.472 -1.430
C -1.401549 -4.138666 -0.389799 2.377 1.735 -0.505 0.914
C -1.229654 -4.586665 1.037821 -0.535 1.090 -0.250 -0.783
O -0.572105 -3.404299 -0.952824 -1.312 -1.322 1.045 -0.443
H -2.910342 -3.931356 -1.881201 0.308 0.532 -0.925 0.321
H -3.491375 -4.336151 -0.321763 0.675 -0.366 -0.361 0.376
H -2.714140 -5.557683 -1.321931 0.215 -0.540 0.083 0.339
H -0.390265 -5.242815 1.102143 0.607 -0.452 0.218 0.179
H -2.146342 -5.062848 1.369974 0.099 -0.176 0.265 0.377
H -1.056193 -3.662111 1.617150 0.103 -0.506 0.004 0.150
C -1.254915 -1.164528 -3.549576 -0.324 -0.689 1.051 -0.753
C -0.726477 0.044978 -4.183772 0.759 0.261 -1.548 0.770
C 0.716875 -0.068247 -4.678368 -1.236 -0.462 -1.612 -0.562
O -1.361160 1.068129 -4.201550 -0.115 0.706 -0.140 -0.597
H -1.593846 -1.971519 -4.200875 0.671 -0.003 -0.303 0.456
H -2.156465 -0.870501 -3.033232 -0.195 0.069 0.533 0.220
H -0.473427 -1.490279 -2.842779 -0.521 -0.422 -0.184 0.026
H 1.205210 0.236258 -3.814179 1.567 0.308 1.634 -0.189
H 1.055396 0.545727 -5.519467 -0.636 0.270 0.252 0.378
H 0.957123 -1.096935 -4.944467 0.063 -0.077 0.356 0.306
C -0.522030 -0.023317 0.055820 0.127 0.325 -0.249 0.125
C 0.904817 0.502710 -0.262092 -0.204 -1.383 -0.718 0.643
C 1.703767 0.985794 0.918825 -0.035 -0.582 0.004 -0.090
O 1.403670 0.439921 -1.388355 -0.996 0.263 1.325 -0.531
H -0.523067 -0.886673 0.732517 0.499 0.398 0.270 -0.046
H -1.062480 -0.411591 -0.807539 0.243 0.437 -0.325 -0.158
H -1.099983 0.787930 0.534757 0.244 -0.356 -0.094 -0.128
H 1.352214 1.990736 1.176528 -0.017 -0.440 0.480 0.121
H 2.718243 1.053353 0.591121 0.750 0.188 -0.204 0.266
H 1.686785 0.229700 1.750479 -0.462 1.018 -0.621 -0.418
C -1.093200 4.474817 0.843559 2.032 1.026 0.124 -0.759
C -1.310536 3.496973 1.956731 -1.182 0.351 -0.608 0.669
C -2.655418 3.461307 2.625734 -1.179 -0.480 1.169 -1.065
O -0.485218 2.675528 2.233365 0.996 -0.656 0.426 -0.420
H -1.967524 4.462356 0.229668 -0.568 0.179 -0.543 0.268
H -0.158098 4.148039 0.234784 -1.558 0.830 1.131 0.030
H -0.992538 5.546031 1.277927 -0.004 -1.722 -0.785 0.336
H -2.582211 3.073226 3.671149 0.234 0.479 -0.727 0.317
H -3.374528 2.759547 2.154352 0.757 0.213 -0.239 0.165
H -3.218279 4.395920 2.614510 0.346 0.157 0.013 0.380

No. 2
93
Properties=species:S:1:pos:R:3:forces:R:3:mulliken_charge:R:1 method="wB97M-V/def2-TZVPD" energy_ha=-2522.351955 lumo_energy_ev=3.8 total_charge=-2 e_homo_ev=-1.187
O 2.197216 -6.721047 -1.032605 0.476 -0.152 0.564 -0.465
C 1.571248 -6.474471 0.191980 -3.082 -1.173 2.245 0.645
O 0.536055 -5.784826 0.316339 1.440 0.643 -1.470 -0.701
O 1.993874 -7.273333 1.085704 0.892 0.407 -0.406 -0.819
H 2.669679 -7.458315 -0.561470 0.372 0.255 -1.233 0.279
O -0.250978 -2.891334 0.620615 -0.085 0.303 -0.246 0.014
C -0.675194 -2.598425 1.906462 -1.093 -0.786 2.638 0.577
O -0.314670 -3.418314 2.788570 0.711 -0.030 -0.468 -0.803
O -1.444051 -1.640967 2.153820 0.480 0.611 -1.696 -0.730
H 0.129754 -3.786417 0.733847 0.037 -0.018 -0.211 0.087
C 4.770179 0.090218 -4.181102 -0.645 0.223 0.452 -0.810
O 3.953439 -0.974114 -3.763895 -0.447 0.324 -0.066 -0.163
C 4.380591 -2.248865 -4.142439 -0.057 -0.042 -0.036 -0.493
C 3.491597 -3.376394 -3.597091 -0.138 -1.788 -0.912 -0.613
O 2.079685 -3.283582 -3.734988 0.568 1.259 -0.703 -0.344
C 1.330922 -4.090638 -2.862307 -1.301 0.990 0.920 -0.549
C -0.178331 -3.981088 -3.049050 0.532 -0.044 -0.601 -0.023
O -0.649293 -4.461334 -4.316496 0.345 -0.824 0.505 -0.398
C -2.063405 -4.530675 -4.419664 1.003 1.558 0.027 -0.689
H 5.704056 0.127685 -3.612530 0.229 -0.132 -0.175 0.313
H 4.199736 0.986633 -3.934861 0.109 0.086 0.050 0.216
H 4.946600 0.133838 -5.260079 0.157 -0.374 -0.090 0.307
H 5.409328 -2.377815 -3.777709 -0.023 -0.447 0.228 0.352
H 4.480970 -2.337442 -5.232473 -0.386 0.214 -0.153 0.307
H 3.846071 -3.759688 -2.637642 -0.464 0.607 0.491 0.393
H 3.674827 -4.229808 -4.264082 0.896 -0.101 -0.021 0.304
H 1.388957 -3.595803 -1.884744 0.449 -0.709 0.429 0.362
H 1.567222 -5.154222 -2.798587 0.611 0.109 -0.191 0.299
H -0.539212 -2.953831 -2.979367 0.243 0.103 0.379 -0.185
H -0.496177 -4.571347 -2.183232 -0.647 -0.034 -0.141 0.586
H -2.527268 -3.999966 -3.582780 -0.153 -0.475 0.272 0.282
H -2.411258 -5.556839 -4.522832 -0.157 0.071 -0.083 0.253
H -2.257271 -3.858690 -5.262374 -0.678 -0.640 -0.416 0.247
C -5.787514 3.325674 2.367801 0.936 0.623 -0.238 -0.767
O -4.956281 3.109995 1.219600 -1.237 0.096 0.676 0.035
C -5.713000 2.983581 0.049595 0.855 -2.933 -0.911 -0.716
C -4.774722 2.299397 -1.014762 0.056 1.466 0.044 -0.355
O -3.420321 2.611182 -0.772807 -0.269 -0.063 -0.541 0.001
C -2.613046 2.384363 -1.921013 0.108 -0.432 0.845 -0.494
C -2.508058 0.905519 -2.354257 -0.241 1.014 1.161 -0.753
O -2.435935 0.059916 -1.223301 -0.988 -0.444 -0.774 -0.006
C -2.635493 -1.288711 -1.644600 0.254 -0.550 0.044 -1.296
H -6.230388 4.308954 2.189641 -0.394 0.069 0.607 0.373
H -5.132598 3.323363 3.237955 0.203 0.385 -0.167 -0.011
H -6.550904 2.587357 2.628607 -0.116 -0.310 -0.847 0.336
H -6.307404 3.804296 -0.363072 0.584 0.789 0.466 0.381
H -6.429610 2.157449 0.155535 -0.514 0.284 0.498 0.316
H -5.039619 2.741254 -1.985094 -0.218 -0.271 -0.265 0.331
H -4.959564 1.224878 -1.041574 0.192 -0.090 0.125 0.127
H -1.630870 2.773850 -1.660511 -0.036 0.058 0.050 -0.090
H -3.041854 2.923907 -2.774182 0.161 0.229 -0.151 0.461
H -1.591198 0.843942 -2.948162 -0.132 -0.334 -0.415 0.429
H -3.418118 0.744682 -2.940731 0.129 -0.683 -0.262 0.491
H -1.869889 -1.513320 -2.388912 0.024 -0.300 0.006 0.459
H -3.609086 -1.559835 -2.076905 -0.297 0.975 -0.386 0.340
H -2.604878 -2.022754 -0.839375 0.821 0.605 0.520 0.479
C 0.494618 0.433845 -0.455494 0.096 -0.116 0.277 -0.680
O -0.040205 1.593473 0.160410 0.214 0.187 -0.126 0.069
C 0.758803 2.735578 0.063492 -1.129 0.176 0.976 -0.730
C 0.214730 3.809295 1.065050 1.132 -1.140 -0.311 -0.504
O -1.178306 3.842629 1.047188 -0.210 0.461 -0.847 0.059
C -1.819072 4.945950 1.596436 0.009 0.828 1.184 -0.862
C -1.835557 4.953865 3.155024 -0.728 -0.054 -1.678 -0.552
O -2.643629 3.918776 3.670870 0.345 0.105 0.530 -0.114
C -2.555152 3.921176 5.087879 -0.493 -0.155 -0.293 -0.904
H 0.550765 0.466905 -1.550581 -0.347 0.349 -0.135 0.264
H -0.149621 -0.382632 -0.136888 0.205 -0.135 -0.010 -0.042
H 1.529195 0.272752 -0.137204 -0.012 -0.125 0.227 0.243
H 0.744053 3.116580 -0.963942 0.224 0.145 -0.118 0.291
H 1.777142 2.528127 0.412472 0.282 0.007 -0.367 0.435
H 0.763407 4.723886 0.803889 -0.589 0.518 -0.109 0.317
H 0.602956 3.535194 2.052226 -0.234 -0.133 0.202 0.236
H -2.807216 5.102961 1.160261 -0.325 -1.076 0.247 0.305
H -1.409479 5.934547 1.331963 0.966 -0.167 -0.114 0.428
H -2.259425 5.932903 3.412025 0.098 0.128 0.369 0.354
H -0.803447 4.886247 3.509608 0.035 -0.047 0.211 0.349
H -3.097531 4.780298 5.498558 0.365 0.359 0.063 0.355
H -1.506905 3.897504 5.391142 -0.005 0.133 0.243 0.347
H -3.069943 3.061768 5.517062 0.142 -0.294 -0.416 0.229
C 2.677598 -0.722350 2.498758 0.151 0.061 0.778 -0.613
C 2.895624 0.070979 3.790991 -0.214 -1.501 -0.846 -0.448
O 4.264925 0.507192 3.942765 0.451 3.059 -0.106 -0.290
C 5.312927 -0.219561 4.226626 -1.943 -1.498 0.235 0.454
O 5.266542 -1.418503 4.298064 1.243 0.173 0.272 -0.540
C 6.568265 0.648880 4.547280 -0.172 -0.505 -0.714 0.806
F 6.827081 0.716570 5.856066 -0.211 -0.087 0.120 -0.259
F 7.653151 0.125067 3.953578 -0.129 0.001 0.087 -0.261
F 6.405014 1.881119 4.087984 0.171 0.501 -0.006 -0.250
H 3.465511 -1.457797 2.350816 -0.477 -0.514 0.220 0.411
H 2.672869 -0.122415 1.589609 -0.019 0.462 0.301 0.208
H 1.662498 -1.099223 2.647871 0.155 -0.718 -0.500 0.115
H 2.663849 -0.460841 4.713230 -0.070 -0.486 -0.280 0.345
H 2.149415 0.861531 3.702501 0.949 0.923 0.462 0.322